{"formula": "C10H13AuNO5", "method": "ωB97M-V with the def2-TZVPD basis set", "homo_energy_ev": [-21.3, -21.0], "fmax_ha_per_bohr": 0.125, "multiplicity": 3, "total_charge": 3, "elements": ["Au", "O", "C", "C", "O", "C", "O", "C", "O", "C", "H", "H", "C", "H", "H", "C", "N", "C", "C", "C", "O", "H", "H", "H", "H", "H", "H", "H", "H", "H"], "xyz": [[-1.111, 0.358, -1.779], [0.123, 3.038, -1.296], [-0.530, 2.178, -1.689], [-0.506, -1.373, -0.897], [-0.381, -2.484, -0.606], [2.121, 0.277, -1.748], [3.134, 0.243, -1.252], [-3.143, 0.166, -1.905], [-4.262, 0.062, -1.672], [0.002, 0.854, -4.402], [-0.869, 1.474, -4.725], [0.905, 1.458, -4.172], [-0.012, -0.474, -4.480], [0.828, -1.106, -4.165], [-0.916, -1.013, -4.814], [0.171, -0.196, 4.094], [0.710, -0.443, 2.752], [1.906, -1.254, 2.618], [0.104, -0.047, 1.617], [-1.176, 0.718, 1.714], [0.645, -0.364, 0.504], [0.856, -0.648, 4.805], [-0.821, -0.641, 4.221], [0.097, 0.874, 4.300], [1.690, -2.183, 2.071], [2.693, -0.708, 2.082], [2.245, -1.494, 3.624], [-1.111, 1.626, 1.112], [-1.995, 0.097, 1.339], [-1.398, 1.004, 2.749]]}

{"formula": "C10H13B11Br6CrN2O", "method": "ωB97M-V with the def2-TZVPD basis set", "homo_energy_ev": [-14.3, -14.3], "fmax_ha_per_bohr": 0.062, "multiplicity": 5, "total_charge": 2, "elements": ["Cr", "Br", "B", "B", "C", "B", "B", "B", "B", "B", "Br", "B", "Br", "B", "Br", "B", "Br", "B", "Br", "H", "H", "H", "H", "H", "H", "O", "C", "C", "C", "C", "C", "C", "C", "N", "C", "C", "N", "H", "H", "H", "H", "H", "H", "H"], "xyz": [[-0.446, -0.893, -0.281], [2.016, -0.313, -1.730], [2.058, 1.376, -0.743], [3.367, 2.429, -1.136], [2.718, 4.073, -1.050], [1.705, 2.861, -1.703], [0.966, 4.104, -0.748], [2.143, 4.558, 0.495], [3.556, 3.473, 0.239], [3.193, 1.738, 0.465], [4.341, 0.332, 1.073], [2.446, 3.031, 1.482], [2.795, 3.186, 3.373], [0.775, 3.397, 0.881], [-0.750, 4.150, 1.969], [0.596, 2.421, -0.547], [-1.111, 1.555, -1.158], [1.435, 1.723, 0.891], [0.593, 0.215, 1.892], [4.261, 2.118, -1.914], [3.247, 4.754, -1.748], [1.481, 2.818, -2.886], [0.141, 4.788, -1.247], [2.364, 5.729, 0.793], [4.684, 3.966, 0.495], [-2.303, -1.278, -0.981], [-3.184, -2.201, -0.688], [-4.553, -2.068, -1.120], [-5.467, -3.075, -0.859], [-5.067, -4.261, -0.285], [-3.805, -4.409, 0.213], [-2.893, -3.379, 0.117], [-1.469, -3.564, 0.584], [-0.396, -2.866, 0.138], [0.720, -3.418, 0.732], [0.312, -4.383, 1.579], [-1.021, -4.558, 1.434], [-4.749, -1.231, -1.679], [-6.453, -3.035, -1.304], [-5.837, -4.993, -0.162], [-3.561, -5.342, 0.717], [1.734, -3.100, 0.487], [0.881, -5.006, 2.274], [-1.461, -5.421, 1.648]]}

{"formula": "C10H13BrN2O", "method": "ωB97M-V with the def2-TZVPD basis set", "homo_energy_ev": -9.7, "fmax_ha_per_bohr": 0.082, "smiles": "N#Cc1cccc(Br)n1.CC(C)(C)O", "de_lowest_kj_mol": 0.00, "elements": ["C", "C", "C", "C", "C", "C", "C", "C", "C", "C", "N", "N", "O", "Br", "H", "H", "H", "H", "H", "H", "H", "H", "H", "H", "H", "H", "H"], "xyz": [[1.457, 2.385, 1.616], [2.592, 2.002, -1.791], [2.301, 2.647, -0.564], [2.361, -0.041, -0.628], [2.607, 0.639, -1.789], [2.116, 1.783, 0.517], [-1.784, -1.419, -0.958], [-0.893, -1.818, 1.233], [-3.141, -0.642, 0.933], [-1.715, -0.841, 0.478], [0.736, 2.791, 2.428], [2.117, 0.466, 0.532], [-0.902, 0.361, 0.374], [2.415, -1.943, -0.700], [2.835, 2.463, -2.719], [1.989, 3.655, -0.418], [-0.140, 0.563, 1.004], [3.022, 0.095, -2.616], [-0.920, -1.592, -1.511], [-2.277, -2.416, -0.652], [-2.494, -0.879, -1.659], [-0.714, -1.601, 2.250], [0.072, -1.856, 0.633], [-1.246, -2.846, 1.128], [-3.534, -1.679, 0.797], [-3.159, -0.213, 1.927], [-3.701, -0.061, 0.153]]}

{"formula": "C10H13Cl2F2N2O4PS", "method": "ωB97M-V with the def2-TZVPD basis set", "homo_energy_ev": -6.5, "fmax_ha_per_bohr": 0.179, "elements": ["C", "C", "Cl", "C", "Cl", "C", "C", "C", "O", "O", "S", "C", "O", "O", "C", "C", "N", "P", "N", "C", "F", "H", "H", "H", "H", "H", "H", "H", "H", "H", "H", "H", "H", "H", "F"], "xyz": [[-1.816, -2.937, 2.746], [-0.725, -3.187, 1.549], [0.910, -2.498, 2.185], [-1.166, -2.495, 0.092], [-2.911, -3.095, -0.321], [-1.048, -0.865, 0.194], [0.272, -0.084, -0.379], [1.590, -0.743, -1.085], [1.697, -1.945, -1.652], [2.819, 0.115, -1.159], [2.995, 0.804, -2.705], [4.857, 1.193, -2.889], [2.641, -0.124, -3.890], [2.256, 2.146, -2.920], [0.290, 1.576, -0.179], [-0.947, 2.386, 0.527], [-2.127, 1.585, 1.027], [-3.470, 2.507, 1.832], [-3.866, 3.867, 1.045], [-2.244, 0.049, 0.923], [-3.477, -0.528, 1.528], [-2.907, -3.290, 2.511], [-1.463, -3.572, 3.693], [-1.806, -1.817, 3.089], [-0.569, -4.352, 1.451], [-0.482, -3.003, -0.708], [5.529, 0.270, -2.613], [5.141, 2.186, -2.334], [5.044, 1.399, -4.048], [1.220, 2.233, -0.528], [-0.939, 3.551, 0.662], [-4.692, 1.695, 1.901], [-3.046, 2.741, 3.219], [-3.694, 4.645, 1.744], [6.132, -0.414, -4.506]]}

{"formula": "C10H13Cl2GeIrS5Sb", "method": "ωB97M-V with the def2-TZVPD basis set", "homo_energy_ev": [-1.1, -1.3], "fmax_ha_per_bohr": 0.019, "de_lowest_kj_mol": 95.96, "multiplicity": 2, "total_charge": -2, "elements": ["Ir", "Cl", "C", "C", "C", "C", "C", "Cl", "C", "S", "H", "H", "H", "S", "Sb", "S", "S", "S", "C", "Ge", "C", "C", "C", "H", "H", "H", "H", "H", "H", "H", "H", "H", "H"], "xyz": [[-0.593, -0.290, -1.307], [-0.705, -0.301, 1.530], [-1.540, -1.756, 1.967], [-1.711, -1.991, 3.321], [-2.373, -3.129, 3.750], [-2.858, -4.017, 2.802], [-2.669, -3.764, 1.456], [-3.314, -4.937, 0.338], [-1.994, -2.627, 0.961], [-1.800, -2.377, -0.749], [-1.324, -1.272, 4.029], [-2.512, -3.319, 4.806], [-3.388, -4.912, 3.098], [-0.878, 3.598, -4.572], [-1.920, 1.813, -3.606], [-0.636, -0.225, -3.624], [-1.716, 1.787, -1.213], [-4.064, 1.518, -4.311], [1.845, 2.717, -2.071], [2.148, 1.417, -0.656], [1.595, 2.313, 1.008], [4.110, 1.214, -0.514], [1.234, -0.253, -0.945], [2.449, 3.613, -1.902], [0.796, 3.009, -2.098], [2.088, 2.305, -3.051], [2.120, 3.266, 1.109], [1.798, 1.702, 1.891], [0.523, 2.513, 0.963], [4.546, 2.201, -0.346], [4.527, 0.806, -1.437], [4.402, 0.561, 0.312], [1.817, -1.180, -0.938]]}

{"formula": "C10H13ClN2O3Tc", "method": "ωB97M-V with the def2-TZVPD basis set", "homo_energy_ev": [-16.6, -17.2], "fmax_ha_per_bohr": 0.147, "de_lowest_kj_mol": 0.00, "multiplicity": 4, "total_charge": 2, "elements": ["Cl", "C", "C", "C", "H", "C", "C", "H", "H", "H", "C", "Tc", "C", "O", "C", "O", "H", "H", "H", "C", "N", "C", "N", "O", "H", "H", "H", "H", "H", "H"], "xyz": [[-0.968, 0.274, -3.616], [1.593, -1.663, -0.838], [1.738, -0.791, 0.300], [1.962, 0.543, -0.192], [1.778, -1.101, 1.337], [1.943, 0.503, -1.645], [1.712, -0.868, -2.027], [1.693, -1.213, -3.056], [1.443, -2.736, -0.800], [2.173, 1.437, 0.393], [2.229, 1.660, -2.546], [0.008, -0.108, -0.883], [-0.790, 1.652, -1.194], [-1.305, 2.679, -1.352], [-1.312, -1.428, -1.428], [-2.138, -2.197, -1.708], [1.806, 2.579, -2.130], [1.777, 1.483, -3.525], [3.309, 1.814, -2.673], [-0.668, -0.857, 3.691], [-1.829, -0.306, 3.000], [-1.834, 0.015, 1.706], [-2.965, 0.501, 1.141], [-0.769, -0.145, 1.020], [0.156, -1.002, 2.986], [-0.940, -1.817, 4.143], [-0.355, -0.171, 4.487], [-2.691, -0.152, 3.513], [-2.966, 0.789, 0.176], [-3.791, 0.629, 1.720]]}

{"formula": "C10H13F", "method": "ωB97M-V with the def2-TZVPD basis set", "homo_energy_ev": -8.8, "fmax_ha_per_bohr": 0.091, "smiles": "C=C=C1[C@H](C)C[C@@H]1/C=C(/C)F", "elements": ["C", "C", "C", "C", "C", "C", "C", "C", "C", "C", "F", "H", "H", "H", "H", "H", "H", "H", "H", "H", "H", "H", "H", "H"], "xyz": [[1.126, 1.127, -0.940], [-0.127, 0.781, -0.962], [-0.655, -0.636, -1.071], [0.325, -1.603, -0.492], [2.321, 0.750, -0.624], [-1.908, -0.139, -0.391], [-1.554, 1.317, -0.761], [0.882, -1.317, 0.722], [-1.732, 2.485, 0.219], [1.955, -2.235, 1.351], [0.434, -0.342, 1.575], [-0.853, -1.039, -2.181], [0.738, -2.345, -1.168], [3.204, 0.793, -1.217], [2.691, 0.611, 0.370], [-3.125, -0.408, -0.548], [-1.830, -0.310, 0.703], [-2.097, 1.476, -1.704], [-1.096, 2.379, 1.139], [-2.859, 2.555, 0.469], [-1.306, 3.314, -0.298], [2.051, -3.210, 0.890], [1.370, -2.395, 2.320], [2.820, -1.678, 1.575]]}

{"formula": "C10H13F2NOS", "method": "ωB97M-V with the def2-TZVPD basis set", "homo_energy_ev": [-7.5, -9.1], "fmax_ha_per_bohr": 0.109, "multiplicity": 3, "elements": ["C", "C", "C", "C", "C", "C", "C", "C", "C", "C", "N", "O", "F", "F", "S", "H", "H", "H", "H", "H", "H", "H", "H", "H", "H", "H", "H", "H"], "xyz": [[0.125, 0.017, -1.408], [0.005, 1.508, 0.594], [-1.254, 0.042, -1.477], [-1.366, 1.516, 0.455], [0.733, 0.866, -0.459], [-1.917, 0.881, -0.606], [2.695, -0.220, 0.584], [2.274, -1.696, 0.264], [-2.400, -2.089, 0.746], [2.277, 0.803, -0.427], [-4.248, 1.057, 0.697], [2.997, 1.962, 0.046], [2.698, -2.012, -0.968], [-1.504, -2.215, -0.262], [-3.697, 0.520, -0.709], [0.631, -0.603, -2.301], [0.529, 2.023, 1.449], [-1.932, -0.343, -2.266], [-2.033, 2.001, 1.177], [3.858, -0.086, 0.526], [2.378, 0.063, 1.494], [1.129, -1.794, 0.307], [2.729, -2.360, 1.017], [-3.110, -2.850, 0.801], [-1.905, -1.530, 1.580], [2.731, 0.668, -1.363], [-5.232, 1.096, 0.984], [2.808, 2.774, -0.471]]}

{"formula": "C10H13F3N3O3", "method": "ωB97M-V with the def2-TZVPD basis set", "homo_energy_ev": -13.8, "fmax_ha_per_bohr": 0.025, "smiles": "CC(=O)N(C(C)=O)c1cn(C[C@H](O)C(F)(F)F)c[nH+]1", "de_lowest_kj_mol": 0.00, "total_charge": 1, "elements": ["C", "C", "O", "N", "C", "C", "O", "C", "C", "N", "C", "C", "O", "C", "F", "F", "F", "C", "N", "H", "H", "H", "H", "H", "H", "H", "H", "H", "H", "H", "H", "H"], "xyz": [[4.071, 1.248, -0.687], [3.075, 0.767, 0.311], [3.086, 1.100, 1.456], [2.003, -0.089, -0.185], [2.324, -1.509, -0.291], [3.663, -1.895, -0.822], [1.486, -2.299, -0.018], [0.766, 0.101, 0.468], [-0.482, 0.087, -0.108], [-1.396, 0.245, 0.898], [-2.878, 0.269, 0.851], [-3.448, 0.396, -0.548], [-3.679, 1.770, -0.808], [-4.780, -0.380, -0.710], [-5.833, 0.414, -0.593], [-4.894, -1.362, 0.197], [-4.805, -0.948, -1.928], [-0.739, 0.366, 2.052], [0.571, 0.278, 1.807], [5.042, 0.850, -0.403], [3.842, 0.939, -1.697], [4.151, 2.326, -0.603], [3.612, -1.880, -1.908], [4.474, -1.275, -0.469], [3.831, -2.917, -0.506], [-0.741, -0.056, -1.136], [-3.234, -0.608, 1.377], [-3.195, 1.146, 1.406], [-2.788, 0.009, -1.317], [-3.231, 2.035, -1.615], [-1.171, 0.514, 3.022], [1.295, 0.356, 2.507]]}